[1]
19
Properties=species:S:1:pos:R:3:nbo_charge:R:1 method="wB97M-V/def2-TZVPD" e_above_lowest_kcal_mol=38.28 gap_ev=8.68 lumo_ev=-0.244 smiles="C=C(Br)/C=C(/Cl)Br.CC(=O)C#CCl" energy_ev=-175565.7443
C 1.394 0.851 -1.057 -0.322
C -0.140 -1.281 1.438 -0.159
C 0.290 -0.923 2.536 0.008
C 1.163 1.588 0.192 -0.093
C -0.417 -1.599 0.128 0.504
C 0.223 2.395 0.666 -0.389
C 0.699 0.609 -2.154 -0.070
C -1.925 -1.668 -0.292 -0.724
O 0.449 -1.721 -0.694 -0.501
Cl 0.928 -0.733 4.061 0.148
Cl 1.158 -0.436 -3.426 0.085
Br 2.610 1.478 1.424 0.043
Br -1.099 1.219 -2.327 0.065
H 2.245 0.316 -1.068 0.242
H -0.713 2.716 0.076 0.222
H 0.077 2.529 1.761 0.224
H -2.513 -2.283 0.450 0.225
H -1.864 -2.314 -1.194 0.237
H -2.566 -0.741 -0.519 0.256



[2]
105
Properties=species:S:1:pos:R:3:mulliken_spin:R:1 method="wB97M-V/def2-TZVPD" e_above_lowest_kcal_mol=19.78 gap_ev="6.89 / 7.60" lumo_ev="-0.851 / -0.139" spin_multiplicity=3 energy_ev=-115849.1881
V -11.013 3.423 18.844 2.019
C -9.457 -3.658 17.350 0.000
C -9.553 -2.460 18.236 0.000
C -10.546 -2.353 19.192 0.000
C -10.658 -1.299 20.089 0.000
C -9.736 -0.254 19.888 -0.001
C -8.765 -0.259 18.858 0.003
C -8.676 -1.426 18.076 0.000
S -9.594 1.099 21.022 0.001
O -8.290 1.093 21.657 -0.003
O -10.780 1.126 21.849 0.001
N -9.650 2.414 20.098 -0.027
C -8.507 3.023 19.605 -0.008
C -7.163 2.890 19.886 -0.008
C -6.279 3.694 19.187 0.005
C -6.681 4.553 18.158 -0.002
C -8.050 4.683 18.023 0.012
N -8.940 4.043 18.784 0.002
H -8.436 -3.928 17.089 0.000
H -9.992 -3.521 16.307 0.000
H -10.096 -4.433 17.823 0.000
H -11.267 -3.218 19.285 0.000
H -11.388 -1.257 20.859 0.000
H -8.047 0.545 18.705 -0.001
H -7.806 -1.547 17.362 0.000
H -6.848 2.358 20.711 0.000
H -5.156 3.662 19.352 0.000
H -5.912 5.112 17.634 0.000
H -8.585 5.333 17.256 -0.005
N -12.336 7.557 23.505 0.002
C -12.058 6.685 22.493 0.003
C -12.057 7.176 21.208 0.000
C -11.679 6.371 20.139 0.023
N -11.380 5.042 20.415 -0.006
C -11.388 4.575 21.661 0.029
C -11.733 5.382 22.755 -0.001
H -12.712 8.433 23.179 0.000
H -12.699 7.095 24.318 0.000
H -12.297 8.195 20.992 0.000
H -11.567 6.680 19.094 -0.008
H -11.071 3.547 21.840 -0.007
H -11.772 4.991 23.767 0.000
C -15.601 0.769 19.283 0.003
C -15.041 1.795 20.245 0.008
C -15.835 3.080 20.111 0.002
C -14.958 1.208 21.661 0.002
C -13.623 2.093 19.894 0.047
N -12.540 2.239 19.605 -0.069
H -16.482 0.337 19.713 0.000
H -14.945 -0.026 19.181 0.000
H -15.807 1.284 18.341 0.000
H -16.896 2.847 20.343 0.000
H -15.857 3.382 19.014 0.000
H -15.514 3.810 20.786 0.000
H -15.867 0.626 21.797 0.000
H -14.857 1.967 22.453 0.000
H -14.176 0.471 21.843 0.000
Te -14.040 -1.316 24.757 0.000
C -13.556 0.017 26.343 0.000
C -12.243 0.406 26.548 0.000
C -12.003 1.408 27.471 0.000
C -12.992 2.090 28.118 0.000
C -14.291 1.741 27.831 0.000
C -14.552 0.753 26.945 0.000
C -12.176 -2.187 24.479 0.000
C -11.141 -1.565 23.794 0.000
C -9.980 -2.287 23.571 0.000
C -9.859 -3.633 24.081 0.000
C -10.862 -4.174 24.812 0.000
C -12.018 -3.436 25.005 0.000
H -11.311 0.100 26.056 0.000
H -10.957 1.593 27.720 0.000
H -12.796 2.827 28.844 0.000
H -15.113 2.403 28.248 0.000
H -15.583 0.549 26.704 0.000
H -11.276 -0.553 23.467 0.000
H -9.200 -1.840 23.020 0.000
H -8.974 -4.198 23.870 0.000
H -10.810 -5.161 25.262 0.000
H -12.784 -3.838 25.731 0.000
O -14.440 3.214 17.240 0.000
C -13.507 3.946 16.899 0.008
N -12.348 4.405 17.573 0.018
C -11.769 5.401 16.818 -0.010
O -10.791 6.086 17.101 -0.002
C -12.504 5.567 15.545 -0.003
C -12.339 6.511 14.502 0.000
C -13.217 6.315 13.409 0.000
C -14.207 5.388 13.398 0.000
C -14.442 4.607 14.539 0.001
C -13.552 4.672 15.567 -0.009
H -11.579 7.293 14.535 0.000
H -13.208 7.041 12.567 0.000
H -14.850 5.252 12.546 0.000
H -15.248 3.944 14.480 0.000
N -9.202 2.174 15.925 0.002
C -10.305 1.555 16.443 -0.003
O -10.752 1.984 17.616 -0.012
C -10.980 0.458 15.785 -0.002
C -12.102 -0.202 16.434 0.002
N -13.123 -0.564 16.828 -0.001
C -10.365 -0.102 14.564 0.000
N -9.902 -0.593 13.630 -0.002
H -8.679 2.662 16.669 -0.004
H -8.650 1.576 15.322 0.001